(1)
DFT (ωB97M-V/def2-TZVPD) results for an isolated molecule of C5H8N2.

CARTESIAN COORDINATES (ANGSTROEM)
C -1.237 -0.741 0.629
C -0.525 0.181 -0.375
C 0.124 1.423 0.279
N 1.607 1.189 0.629
C 1.850 0.014 0.363
C 1.505 -1.040 -0.374
N 0.416 -0.588 -1.216
H -1.358 -1.745 0.208
H -0.702 -0.834 1.580
H -2.234 -0.344 0.848
H -1.280 0.620 -1.035
H -0.500 1.815 1.093
H 0.243 2.205 -0.482
H 1.631 -2.086 -0.146
H 0.691 -0.055 -2.037

Max |F|   0.0147 Eh/bohr
Net charge   0
ΔE to the lowest compared entry with this formula, charge and spin   76.7 kcal per mole
Spin multiplicity   1

***

(2)
DFT (ωB97M-V/def2-TZVPD) results for an isolated molecule of C5H8N2.

CARTESIAN COORDINATES (ANGSTROEM)
C -1.769 -0.975 0.221
C -0.705 -0.048 -0.307
C -0.566 1.353 0.158
N 0.348 0.318 0.628
C 1.698 0.377 0.089
C 2.157 -0.958 -0.328
N 2.498 -1.999 -0.697
H -2.038 -0.693 1.243
H -1.406 -2.008 0.237
H -2.669 -0.933 -0.401
H -0.389 -0.235 -1.336
H -0.182 2.087 -0.552
H -1.244 1.755 0.907
H 1.788 1.038 -0.789
H 2.376 0.759 0.859

Max |F|   0.0214 Eh/bohr
Net charge   0
ΔE to the lowest compared entry with this formula, charge and spin   38.2 kcal per mole
Spin multiplicity   1

***

(3)
DFT (ωB97M-V/def2-TZVPD) results for C5H8N2 as an isolated structure.

CARTESIAN COORDINATES (ANGSTROEM)
C -0.851 1.444 0.063
C -0.206 0.091 0.025
C -1.095 -1.086 0.433
N 0.422 -0.360 -1.156
C 1.187 -0.104 0.553
C 2.296 -0.180 -0.367
N 3.260 -0.586 -0.878
H -1.320 1.611 1.036
H -1.619 1.475 -0.714
H -0.111 2.229 -0.114
H -1.927 -1.113 -0.276
H -0.545 -2.028 0.314
H -1.479 -1.008 1.449
H 0.692 0.468 -1.722
H 1.295 -0.854 1.356

Max |F|   0.0379 Eh/bohr
Net charge   0
ΔE to the lowest compared entry with this formula, charge and spin   103.0 kcal per mole
Spin multiplicity   1

***

Please write out number 2 again, unchanged.
DFT (ωB97M-V/def2-TZVPD) results for an isolated molecule of C5H8N2.

CARTESIAN COORDINATES (ANGSTROEM)
C -1.769 -0.975 0.221
C -0.705 -0.048 -0.307
C -0.566 1.353 0.158
N 0.348 0.318 0.628
C 1.698 0.377 0.089
C 2.157 -0.958 -0.328
N 2.498 -1.999 -0.697
H -2.038 -0.693 1.243
H -1.406 -2.008 0.237
H -2.669 -0.933 -0.401
H -0.389 -0.235 -1.336
H -0.182 2.087 -0.552
H -1.244 1.755 0.907
H 1.788 1.038 -0.789
H 2.376 0.759 0.859

Max |F|   0.0214 Eh/bohr
Net charge   0
ΔE to the lowest compared entry with this formula, charge and spin   38.2 kcal per mole
Spin multiplicity   1

***

Among the records above, which one has the highest ΔE to the lowest compared entry with this formula, charge and spin?
number 3